(1)
Formula: C26H19Cl2N6O5Rb
Source: OMol25
Level of theory: wB97M-V/def2-TZVPD

```
59
Properties=species:S:1:pos:R:3:forces:R:3
Rb -0.6650 -0.8042 -0.6365 -1.39 0.71 0.57
Cl -0.5998 1.8395 6.8516 -0.02 0.02 -0.06
C -1.0298 1.7473 5.1532 -0.06 0.02 -0.06
C -0.5188 0.7156 4.3902 0.01 0.00 0.01
C -0.8237 0.5598 3.0259 0.14 -0.06 -0.02
N -0.3868 -0.5385 2.2893 0.03 -0.01 0.06
C 0.7670 -1.1124 2.6040 -0.04 0.14 0.11
O 1.6753 -0.7123 3.3676 -0.07 -0.15 -0.05
C 1.0311 -2.4701 1.9335 -0.01 0.00 -0.04
C 2.1058 -3.2200 2.4138 0.01 -0.05 -0.09
C 2.3914 -4.4418 1.8317 0.00 0.05 0.04
C 1.6118 -4.8810 0.7709 0.06 0.01 -0.02
C 0.5756 -4.0685 0.3459 -0.10 0.15 0.07
N 0.2709 -2.9025 0.9236 0.23 -0.29 0.21
C -1.6876 1.5212 2.4370 -0.07 0.02 -0.19
C -2.1863 2.5569 3.2300 0.00 0.01 -0.01
C -1.8661 2.6861 4.5689 0.06 -0.07 0.02
Cl -2.5240 4.0346 5.4755 0.02 -0.05 -0.01
N -1.9580 1.4875 1.0493 -0.18 0.00 -0.01
C -3.1800 1.8006 0.6383 0.05 0.02 0.12
O -4.2185 2.0541 1.2867 0.05 0.01 -0.09
C -3.3437 1.9194 -0.8802 0.03 -0.15 -0.01
C -4.1328 2.9638 -1.3693 -0.04 0.03 -0.05
C -4.3109 3.0957 -2.7330 -0.01 -0.04 0.04
C -3.7273 2.1623 -3.5822 -0.04 0.07 0.03
C -2.9790 1.1491 -3.0138 0.09 -0.05 0.16
N -2.7796 1.0280 -1.6976 -0.07 0.12 -0.03
H 0.1551 0.0090 4.8489 -0.01 0.01 0.00
H 2.6929 -2.7994 3.2160 0.01 0.01 0.02
H 3.2266 -5.0371 2.1861 -0.02 0.01 -0.01
H 1.8190 -5.8093 0.2548 0.00 0.00 0.00
H -0.0233 -4.3451 -0.5172 0.01 0.02 0.04
H -2.8610 3.2720 2.7844 0.00 0.01 -0.01
H -4.5991 3.6327 -0.6587 0.02 -0.02 0.01
H -4.9074 3.9075 -3.1347 0.00 0.00 0.01
H -3.8479 2.2196 -4.6560 0.01 0.00 -0.01
H -2.4997 0.3985 -3.6368 -0.01 0.02 0.05
O 1.3326 -4.0679 -3.3713 -0.09 0.19 0.06
C 1.1747 -2.9963 -2.7525 -0.18 -0.11 -0.02
O 0.0965 -2.4012 -2.4797 0.53 -0.56 -0.58
C 2.4543 -2.3358 -2.2101 0.03 0.07 0.11
C 3.6901 -2.9154 -2.4773 0.11 0.05 0.06
C 4.8590 -2.3710 -1.9595 -0.07 0.03 0.03
C 4.8039 -1.2425 -1.1470 -0.04 -0.06 -0.03
C 3.5759 -0.6567 -0.8703 -0.05 -0.05 -0.08
C 2.4121 -1.1945 -1.4087 0.19 -0.13 -0.10
H 3.7012 -3.8096 -3.0875 -0.01 0.01 -0.01
H 5.8159 -2.8335 -2.1763 0.01 -0.01 0.00
H 5.7124 -0.8287 -0.7241 0.00 0.00 0.00
H 3.5159 0.2148 -0.2304 0.00 0.01 0.01
H 1.4670 -0.7166 -1.2104 0.80 -0.03 -0.28
N -0.3434 3.0638 -0.7335 0.05 0.16 -0.05
C 0.0381 2.5831 -1.9435 0.02 -0.26 -0.27
N -0.1226 3.4741 -3.0070 0.08 -0.02 0.03
O 0.4749 1.4565 -2.1447 -0.15 0.41 0.12
H -0.8881 3.9109 -0.7494 -0.05 0.01 -0.02
H -0.7310 2.3793 -0.0663 0.02 -0.22 0.25
H -0.1184 4.4577 -2.7953 0.02 0.00 0.01
H 0.4125 3.2112 -3.8162 0.05 -0.01 -0.05
```
Positions in Å, forces in eV/Å.

Properties
HOMO-LUMO gap: 5.463 eV
Relative energy (zero: lowest compared OMol25 entry of this formula, charge and spin): 94.7 kJ/mol
LUMO level: 3.75 eV
Net charge: -2
Largest force on an atom: 1.66 eV/A
Energy: -2651.6228 hartree

Atom charges from the natural (NBO) analysis, given in e for atoms 1 to 4: 0.930, -0.060, -0.081, -0.255

---

(2)
Formula: C12H15NO4
Source: OMol25
Level of theory: wB97M-V/def2-TZVPD

```
32
Properties=species:S:1:pos:R:3:forces:R:3
C -1.5889 2.1596 4.1034 0.15 -0.05 -0.01
N -2.0067 2.2445 2.7250 -0.17 0.17 0.23
C -1.3228 1.5416 1.7619 0.10 0.00 -0.19
C -0.0842 0.9436 2.0379 0.03 0.00 0.17
C 0.6171 0.2714 1.0594 -0.16 0.00 -0.16
C 0.1215 0.1580 -0.2338 -0.10 0.04 -0.06
C -1.1026 0.7440 -0.5168 0.20 -0.12 0.06
C -1.8153 1.4160 0.4552 -0.18 0.09 0.09
H -2.7665 1.8429 0.1845 -0.11 0.06 0.01
H -1.5128 0.6674 -1.5131 -0.04 0.00 -0.12
C 0.9023 -0.5909 -1.2891 -0.01 -0.04 0.02
C 2.2599 0.0678 -1.4170 0.22 -0.18 -0.05
O 3.3137 -0.4246 -1.1107 0.15 -0.08 0.07
O 2.1607 1.3068 -1.9071 -0.23 0.51 -0.25
H 3.0356 1.7230 -1.9555 -0.03 -0.30 0.12
C 1.0414 -2.0830 -0.9679 0.11 0.09 -0.15
C 0.2952 -2.9480 -1.9472 -0.12 0.06 -0.12
O -0.1973 -2.5867 -2.9819 -0.05 0.08 -0.16
O 0.2382 -4.2204 -1.5316 0.10 -0.49 0.35
H -0.2311 -4.7676 -2.1809 0.04 0.32 -0.06
H 2.0976 -2.3685 -1.0074 -0.10 -0.08 0.04
H 0.6841 -2.3146 0.0363 0.06 0.00 -0.04
H 0.3938 -0.4792 -2.2528 0.09 0.00 0.12
H 1.5712 -0.1734 1.3055 0.13 -0.05 0.06
H 0.3457 1.0038 3.0238 0.01 0.03 0.12
C -3.3334 2.7376 2.4489 -0.02 -0.03 -0.14
H -3.6944 3.3013 3.3062 0.02 -0.01 -0.03
H -3.3156 3.4122 1.5904 -0.10 0.00 -0.01
H -4.0442 1.9275 2.2438 -0.05 0.03 -0.04
H -0.5951 2.5962 4.2308 0.01 -0.05 0.10
H -1.5645 1.1240 4.4623 0.04 0.00 0.05
H -2.2813 2.7201 4.7270 0.02 0.00 -0.03
```
Positions in Å, forces in eV/Å.

Properties
HOMO-LUMO gap: 8.350 eV
Relative energy (zero: lowest compared OMol25 entry of this formula, charge and spin): 11.9 kJ/mol
SMILES: CN(C)c1ccc([C@H](CC(=O)O)C(=O)O)cc1
LUMO level: 0.72 eV
Largest force on an atom: 0.61 eV/A
Energy: -822.0254 hartree

Atom charges from the natural (NBO) analysis, given in e for atoms 1 to 4: -0.401, -0.411, 0.164, -0.281

---

(3)
Formula: C26H50P2SiY
Source: OMol25
Level of theory: wB97M-V/def2-TZVPD

```
80
Properties=species:S:1:pos:R:3:forces:R:3
Y 0.2700 0.4734 -0.7787 -6.82 3.42 5.94
C -3.0089 1.7101 1.0399 0.25 -1.13 0.35
C -3.0676 1.0086 -0.1956 1.69 -0.48 0.43
C -3.2540 -0.5301 1.5056 0.34 1.21 -0.59
C -3.1528 0.7639 2.0849 0.08 -0.23 -1.22
C -3.1681 -0.3924 0.0993 0.60 0.77 0.88
C -2.8530 3.1716 1.2076 -0.28 0.62 0.10
H -2.2360 3.6028 0.4101 -0.07 0.07 0.11
H -2.3806 3.4054 2.1702 -0.07 0.07 -0.21
H -3.8281 3.6849 1.1881 0.25 0.07 0.00
C -3.1750 1.0629 3.5336 -0.09 0.18 0.50
H -3.4717 2.1066 3.7046 0.07 -0.29 0.14
H -2.1894 0.9116 4.0048 -0.23 0.10 0.08
H -3.8932 0.4127 4.0543 0.18 0.24 0.00
C -3.4130 -1.7997 2.2373 -0.10 -0.48 0.27
H -3.8900 -1.6330 3.2093 0.08 -0.14 -0.09
H -2.4511 -2.3011 2.4149 -0.23 -0.08 0.11
H -4.0436 -2.4909 1.6689 0.06 -0.10 0.16
C -3.1574 -1.5132 -0.8589 -0.14 -0.67 -0.44
H -3.9054 -2.2619 -0.5698 0.09 -0.03 -0.28
H -2.1850 -2.0327 -0.8894 -0.22 -0.14 -0.10
H -3.3817 -1.1772 -1.8762 -0.07 -0.14 0.00
C -3.1036 1.6533 -1.5331 -0.31 0.40 -0.56
H -4.0491 2.2063 -1.6817 0.32 -0.11 -0.13
H -3.0335 0.9179 -2.3477 -0.04 0.16 0.07
H -2.2917 2.3913 -1.6676 -0.26 -0.05 -0.06
C 2.3096 1.4942 -0.3355 4.07 1.91 1.40
C 1.2625 2.2671 -1.1028 -0.62 1.74 0.52
C 0.7909 2.0766 -2.5419 0.53 0.96 -1.29
C 0.8081 0.7457 -3.2986 -0.68 -0.90 -0.67
C 0.0646 -0.5235 -2.6589 -0.95 -0.22 -3.93
C 0.7430 -1.3993 -1.6887 2.21 -4.33 -0.34
C 1.6443 -1.3286 -0.5445 1.28 -0.21 -3.75
C 2.6255 -0.0799 -0.3181 0.57 -0.59 0.81
H 1.3766 2.7440 -3.2023 -0.36 -0.22 0.20
H 1.8193 0.4317 -3.5734 -0.04 -0.03 0.24
H -0.2597 2.4536 -2.5710 0.51 -0.07 -0.08
H 3.3752 -0.2017 -1.1083 -0.36 -0.31 0.13
H 3.2260 1.8473 -0.8379 0.30 -0.56 0.21
H 1.5082 3.3031 -0.9419 -0.31 0.00 0.04
H 3.1351 -0.2941 0.6465 -0.28 0.33 -0.57
H 1.0170 -1.6304 0.4755 -0.27 0.14 1.51
H 0.6529 -2.4870 -2.0765 0.15 1.55 0.88
H 2.3203 -2.1827 -0.6645 -0.29 0.11 0.75
H 0.2666 0.9292 -4.2498 0.29 -0.07 0.55
H -0.0957 -1.1740 -3.5304 -0.07 0.19 0.34
P 2.8999 3.8886 1.7677 -0.61 -0.04 0.14
C 4.0110 4.7324 0.5743 0.83 0.00 -0.21
C 1.3776 4.7398 1.1997 -0.21 -0.12 -0.22
P 0.2311 -4.1948 -2.6497 -0.20 -0.94 -0.48
C 2.5763 2.1674 1.1189 0.02 -1.12 -0.68
C 0.2665 -3.8624 -4.4527 -0.95 -0.32 -0.09
C 1.9450 -4.8075 -2.6124 0.07 -0.61 0.53
H 5.0554 4.7715 0.9341 -0.50 -0.14 -0.17
H 3.6873 5.7778 0.3924 0.02 -0.72 0.10
H 3.9818 4.1490 -0.3471 0.15 0.37 -0.30
H 1.3366 4.7349 0.1048 -0.21 0.22 0.35
H 1.3236 5.7767 1.5375 0.19 -0.14 0.13
H 0.5340 4.1917 1.6066 -0.34 0.07 -0.08
H 2.7025 -4.1136 -2.9802 -0.06 0.02 -0.11
H 1.9061 -5.6964 -3.2636 0.40 0.21 0.24
H 2.2043 -5.1319 -1.6002 0.13 -0.04 -0.16
H 2.9544 1.4457 1.8727 -0.36 0.22 -0.60
H -1.0191 -0.2634 -2.3924 0.55 -0.06 -0.26
H -0.7835 -3.7911 -4.7699 0.36 0.10 -0.24
H 0.7173 -4.7499 -4.9222 -0.12 0.41 -0.10
H 0.8041 -2.9622 -4.7546 0.13 -0.05 0.01
C -0.1295 -3.4971 2.2163 0.21 -0.39 -0.49
Si 0.8669 -1.9365 2.1965 -0.23 -0.26 1.23
C 0.0578 -0.5245 3.0978 0.20 0.36 -0.24
C 2.6153 -2.2032 2.7720 0.28 0.10 -0.52
H -0.6984 -3.5531 3.1558 0.11 0.09 -0.26
H 0.5471 -4.3649 2.1709 -0.24 0.20 -0.04
H -0.8307 -3.5584 1.3718 0.06 -0.04 0.29
H 0.7767 -0.0967 3.8111 -0.11 -0.06 -0.21
H -0.8085 -0.8931 3.6614 0.08 0.07 -0.29
H -0.2895 0.2905 2.4464 -0.22 -0.05 0.23
H 2.5670 -2.6303 3.7862 0.00 0.11 -0.25
H 3.1500 -2.9133 2.1227 -0.06 0.15 0.28
H 3.1869 -1.2639 2.8154 -0.13 -0.30 0.09
```
Positions in Å, forces in eV/Å.

Properties
HOMO-LUMO gap (spin up / spin down): 4.061 / 4.052 eV
LUMO level (spin up / spin down): -4.19 / -4.19 eV
Net charge: +1
Largest force on an atom: 9.66 eV/A
Energy: -2030.4890 hartree

Atom charges from the Löwdin analysis, given in e for atoms 1 to 4: 1.408, -0.267, -0.284, -0.261

---

(4)
Formula: C2H3Cl2NO
Source: OMol25
Level of theory: wB97M-V/def2-TZVPD

```
9
Properties=species:S:1:pos:R:3:forces:R:3
C -0.2122 -0.2273 0.2449 0.75 -0.06 -1.21
C 1.2490 0.1273 0.3070 0.70 -0.01 0.56
H -2.8005 0.2943 -0.9798 0.37 -0.59 0.70
H -0.5802 -1.0744 0.8954 0.31 1.30 -0.54
H 1.6284 0.1234 1.3484 -0.47 0.04 -0.66
N -0.9409 0.3088 -0.6709 -0.32 -1.27 3.02
O -2.2369 -0.1558 -0.3089 -0.78 0.94 -2.06
Cl 2.2464 -1.1523 -0.4976 -0.33 0.31 0.08
Cl 1.6470 1.7560 -0.3385 -0.23 -0.67 0.11
```
Positions in Å, forces in eV/Å.

Properties
HOMO-LUMO gap: 10.712 eV
Relative energy (zero: lowest compared OMol25 entry of this formula, charge and spin): 248.8 kJ/mol
SMILES: O/N=C/C(Cl)Cl
LUMO level: 0.43 eV
Largest force on an atom: 3.29 eV/A
Energy: -1128.3121 hartree

Atom charges from the natural (NBO) analysis, given in e for atoms 1 to 4: -0.011, -0.243, 0.479, 0.217